[1]
51
Properties=species:S:1:pos:R:3:forces:R:3 method="wB97M-V/def2-TZVPD" fmax_ev_per_a=0.6 homo_lumo_gap_ev=9.25 homo_ev=-8.64 energy_ha=-1054.96855
H -4.7765 2.9168 -1.0250 0.1 0.0 0.1
H 3.1950 -2.8598 0.5703 0.0 -0.1 -0.2
N 5.5856 0.4180 0.3462 0.2 0.3 0.1
H -5.5438 0.0654 -0.5529 0.0 0.0 -0.1
H -2.3274 -0.3181 -2.5602 -0.1 0.0 -0.1
C 4.4573 -1.5457 -0.5916 -0.3 0.0 0.3
H -5.3880 2.4306 1.3651 0.0 0.0 0.1
H 8.6536 1.3921 0.6469 0.2 0.0 0.1
H 3.3412 -3.3110 -1.1481 0.0 0.0 0.1
C -7.9578 -0.7966 0.6370 0.2 -0.1 0.1
H -6.8146 -2.6110 0.3800 0.1 -0.1 0.0
N 1.9985 -1.7950 -0.6948 0.0 0.0 -0.3
C -6.8047 0.0354 1.1987 -0.2 0.1 -0.3
O 1.4870 -1.5491 1.4887 0.1 0.1 0.3
C -4.1107 2.3690 -0.3520 -0.2 0.3 0.5
H -8.3408 -2.5872 -0.5041 0.0 -0.1 -0.1
C 1.2071 -1.3564 0.3200 0.0 -0.1 -0.2
H -6.9709 -1.6517 -1.0930 0.1 0.0 -0.1
H 4.4704 -1.0997 -1.5897 0.1 0.0 0.0
O -3.4306 1.4635 -1.1993 0.2 -0.2 -0.2
H -7.2105 0.7664 1.9031 0.1 0.0 0.1
C -0.6695 -0.8506 -1.3127 0.1 0.1 0.2
C -1.8073 -0.1445 -1.6312 -0.2 0.2 0.0
H 4.8632 2.0017 -0.8883 -0.3 0.0 -0.1
C -2.3248 0.8179 -0.7576 0.2 -0.2 -0.1
H -0.0438 0.4802 1.7160 0.0 0.0 0.1
H -8.6017 -0.1565 0.0296 -0.1 0.0 0.0
C -6.0181 0.7788 0.1220 0.1 0.0 0.4
C 5.6909 1.5648 -0.3649 -0.1 0.1 -0.1
H 1.8035 -1.4994 -1.6372 -0.1 0.0 0.1
H -3.4081 3.0833 0.0946 0.0 0.0 -0.1
C -0.5428 0.3202 0.7720 0.2 -0.2 -0.1
C 6.8266 0.1807 0.8666 0.3 -0.1 0.1
C -1.6769 1.0418 0.4553 -0.3 0.2 0.0
H 4.4041 -0.8715 1.4614 -0.1 0.1 -0.1
H 7.0304 -0.6708 1.4829 0.0 -0.2 0.1
C -0.0142 -0.6223 -0.1033 -0.3 0.2 0.2
H -4.2784 1.0543 1.3508 0.0 0.1 0.1
H 5.3693 -2.1337 -0.4742 0.0 0.0 0.0
C -4.9349 1.6670 0.7297 0.1 -0.1 -0.6
H -6.7019 1.3946 -0.4671 0.0 0.0 -0.1
C 3.2477 -2.4733 -0.4506 0.3 -0.1 0.0
H 3.5367 0.1820 0.3344 0.1 -0.1 0.1
N 6.8937 2.0662 -0.3220 0.0 0.5 -0.3
C -7.4898 -1.9832 -0.1975 -0.2 0.2 0.1
H -2.0438 1.7718 1.1591 -0.1 0.1 0.0
H -8.5561 -1.1682 1.4723 -0.1 0.0 0.0
H -0.3152 -1.6076 -1.9976 0.0 -0.1 -0.1
C 7.6170 1.2108 0.4459 0.0 -0.2 0.1
C 4.4329 -0.4313 0.4609 -0.3 -0.5 -0.2
H -6.1283 -0.6180 1.7549 0.0 0.0 0.1

---

[2]
52
Properties=species:S:1:pos:R:3:forces:R:3 method="wB97M-V/def2-TZVPD" fmax_ev_per_a=0.9 homo_lumo_gap_ev=8.89 homo_ev=-8.26 energy_ha=-1453.22553
C -0.3566 1.9365 -2.7809 0.1 0.1 0.0
C -4.3353 -2.5901 0.1014 -0.1 0.3 -0.2
H -3.0941 -3.2678 -1.5296 0.0 0.1 -0.1
H -3.2343 -1.5122 -1.3998 0.0 0.0 -0.1
H -1.0116 2.4934 -3.4470 -0.1 0.0 -0.1
H -0.3486 -1.9842 2.2068 0.1 0.1 0.0
S 1.7930 -1.7655 -0.4395 0.0 -0.5 -0.1
C 1.0886 2.4256 -2.9513 -0.1 0.3 -0.1
H 2.7091 2.2733 -4.3814 0.1 0.0 -0.1
C 1.4072 -0.6610 3.7491 0.0 0.0 -0.2
H -1.9726 -0.2797 0.4449 0.0 -0.1 0.0
N 2.7798 0.5006 0.5227 0.1 0.7 -0.4
N 1.8665 0.5470 -1.6168 0.1 0.0 0.0
C 2.6934 0.1019 1.8696 0.0 -0.3 0.4
H 0.6707 4.3206 -2.0039 0.0 0.1 0.1
H 1.6916 0.8333 -4.3240 0.0 -0.1 -0.1
C 3.7686 -0.3091 3.9758 -0.1 0.0 0.1
O -0.0171 0.8635 0.9248 0.0 0.2 -0.1
H 1.0994 2.2982 -5.1035 -0.1 0.0 -0.1
H 2.4981 -0.9973 5.5558 0.0 0.0 0.1
C -3.0868 -1.3934 1.9207 0.0 0.3 -0.3
H -4.2633 -3.5425 0.6317 0.0 -0.1 0.0
C 1.9179 1.9080 -1.7797 -0.1 0.1 -0.3
H -5.2567 -2.6027 -0.4842 0.0 -0.1 0.0
N -0.6573 -1.1458 1.7395 -0.2 -0.2 0.2
H 4.7812 0.3734 2.2105 0.1 0.0 -0.1
C 0.2079 -0.1223 1.6078 -0.1 -0.1 0.3
H 4.6628 -0.3220 4.5803 0.1 0.0 0.0
C 1.4599 -0.2628 2.4195 0.3 0.2 0.1
O 2.5703 2.6236 -1.0483 0.1 0.2 0.1
H -2.9716 -2.3178 2.4928 0.0 -0.1 0.1
H -1.7153 -3.3258 0.5307 0.0 -0.1 0.1
H 2.1474 4.3114 -2.9605 0.1 0.1 0.0
C -3.1325 -2.4353 -0.8247 0.0 -0.3 0.2
H 0.4544 -0.9215 4.1874 -0.1 0.0 0.0
C -1.8892 -1.2300 0.9834 -0.1 -0.1 0.1
H -5.2300 -1.5803 1.7865 0.0 0.1 0.0
H -3.1173 -0.5596 2.6249 0.1 0.0 0.1
C 1.6864 1.9200 -4.2695 0.0 0.0 0.2
H 0.5754 4.3591 -3.7705 -0.1 0.0 -0.1
C 1.1216 3.9543 -2.9225 0.1 -0.2 0.1
C -1.8414 -2.3869 -0.0147 0.0 0.4 -0.2
C -4.3806 -1.4488 1.1132 0.0 -0.3 0.2
C 3.8399 0.0834 2.6517 -0.2 0.0 -0.2
H -0.6890 2.0920 -1.7565 -0.1 0.0 0.1
H -0.9782 -2.2672 -0.6713 0.0 0.0 0.1
H 1.3579 -0.0033 -2.2965 0.1 0.1 0.2
H -0.4600 0.8795 -3.0180 -0.1 -0.1 0.0
H -4.5149 -0.5021 0.5855 -0.1 0.1 0.0
H 2.9858 1.4843 0.3224 -0.1 -0.2 0.1
C 2.5541 -0.6883 4.5230 0.1 0.0 0.1
C 2.1652 -0.1576 -0.4677 0.3 -0.4 -0.1

---

[3]
55
Properties=species:S:1:pos:R:3:forces:R:3 method="wB97M-V/def2-TZVPD" fmax_ev_per_a=0.8 homo_lumo_gap_ev=9.16 homo_ev=-8.69 energy_ha=-1678.92670
H -0.8108 -5.7442 0.6047 0.0 -0.1 0.0
H 3.0026 -1.7880 1.5422 0.0 0.0 0.1
N 3.2323 0.8489 0.5257 -0.2 0.8 0.0
C -1.0170 1.0729 2.0849 -0.1 -0.1 0.0
H -2.3087 2.9726 -2.4910 0.1 0.0 -0.1
C 2.8140 -2.7976 -0.3798 0.2 -0.1 0.3
H 0.1942 2.1179 -1.4701 0.0 0.0 -0.2
H 2.6905 -3.7031 0.2122 0.1 0.1 -0.1
N -3.1913 0.6093 0.9624 -0.1 -0.1 0.3
O 0.4788 -3.3997 0.7123 0.3 0.1 -0.1
C 2.5941 -0.3369 -0.0057 -0.2 -0.4 -0.5
C 2.6297 -0.3334 -1.5348 -0.2 -0.2 0.2
C -2.6202 1.2433 -1.2316 0.0 0.1 -0.3
C 3.2732 -1.6157 0.4994 -0.1 0.2 0.0
O -4.8490 0.4180 -0.5973 -0.2 0.0 -0.2
H 3.6540 -0.5166 -1.8600 0.1 0.1 0.0
H 0.6764 -1.0399 -2.2026 0.1 0.0 0.0
H 1.5360 -0.3606 0.3088 0.2 -0.1 -0.1
H -4.0085 0.9095 2.8622 0.0 0.0 0.0
C -2.3422 0.2282 -2.3430 -0.1 -0.1 0.2
S 2.4027 2.2978 0.3186 0.2 -0.1 0.3
H 2.0473 -1.8757 -2.9630 -0.1 0.1 0.0
H -1.6197 0.6352 -3.0465 0.1 0.1 -0.1
H -1.3402 0.7876 3.0734 0.0 0.0 0.1
H 3.5413 -2.9924 -1.1710 0.0 0.0 0.1
C -1.4625 1.3977 -0.2889 0.0 -0.1 0.3
C -1.4637 -4.8767 0.6640 0.3 0.3 0.0
C -3.0693 2.5855 -1.8179 -0.1 -0.1 0.2
C -3.9451 0.1380 2.0921 -0.1 0.0 0.1
C 0.2804 1.5116 1.8600 0.0 0.0 0.0
H 2.3340 0.6433 -1.9105 0.0 -0.1 -0.2
H -4.9461 -0.1012 1.7345 0.1 0.0 0.1
H 4.3550 -1.4984 0.4380 0.1 0.0 0.0
C -0.7497 -3.7267 1.3590 -0.5 -0.1 0.1
H -2.3583 -5.1413 1.2203 -0.1 -0.1 0.1
C 1.6796 -1.4337 -2.0325 -0.1 0.2 -0.3
H -1.3905 -2.8385 1.3726 0.1 -0.1 0.1
N 1.5607 -2.4812 -1.0311 -0.1 -0.2 0.1
C -3.7143 0.7047 -0.3068 0.0 0.1 -0.1
H -3.2373 3.3130 -1.0262 0.0 0.1 0.0
H -3.2674 0.0078 -2.8697 -0.1 0.0 -0.1
C 0.3752 -2.6203 -0.3856 0.0 -0.2 -0.1
H 0.9877 1.5873 2.6714 0.0 0.0 0.2
O 2.5553 2.7219 -1.0406 -0.3 -0.2 -0.1
C -0.1724 1.8201 -0.5014 -0.2 -0.1 0.0
H -3.4872 -0.7584 2.5152 0.0 0.0 0.0
H -1.9481 -0.6931 -1.9213 0.0 -0.1 -0.1
H 3.4867 0.7630 1.4986 0.0 0.1 0.2
O -0.6672 -2.1322 -0.7625 -0.4 0.1 0.1
C -1.8738 1.0127 0.9969 0.5 0.2 -0.3
H -0.4645 -3.9970 2.3782 0.0 0.1 -0.1
H -1.7487 -4.5782 -0.3416 -0.1 0.0 -0.1
C 0.6869 1.8678 0.5882 0.7 0.3 -0.1
H -3.9972 2.4471 -2.3674 -0.1 0.0 -0.1
O 2.8750 3.1558 1.3648 -0.1 -0.2 0.2